Record 1
# C5H10N2O2S

A single C5H10N2O2S molecule (ωB97M-V with the def2-TZVPD basis set, OMol25).

The geometry in XYZ format:
```
20
Properties=species:S:1:pos:R:3:nbo_charge:R:1
C -1.203 -1.385 0.268 0.803
C 0.072 -1.023 0.832 -0.588
C 0.314 0.427 0.742 -0.377
C 2.694 0.250 -0.056 -0.617
C 1.316 0.715 -0.418 -0.439
N -1.546 0.216 -0.861 -0.650
N -2.859 0.240 -1.423 -0.681
O -2.007 -2.252 0.316 -0.471
O -2.193 1.203 1.414 -0.981
S -1.236 1.429 0.268 1.400
H 0.129 -1.348 1.820 0.264
H 0.786 -1.576 0.122 0.275
H 0.619 0.747 1.782 0.241
H 2.838 -0.883 0.097 0.203
H 2.803 0.782 0.957 0.203
H 3.526 0.724 -0.583 0.229
H 0.824 0.361 -1.376 0.236
H 1.432 1.768 -0.564 0.218
H -3.565 -0.456 -0.922 0.369
H -2.743 0.059 -2.416 0.362
```

Results
**Orbital gap**: 0.344 Ha
**Spin multiplicity**: 1
**HOMO energy**: -8.75 eV
**LUMO**: 0.61 eV
**Energy**: -854.5640 Eh
**Net charge**: 0
**Largest force on an atom**: 4.199 eV/A

Record 2
# C22H15N9O3

A single C22H15N9O3 molecule (ωB97M-V with the def2-TZVPD basis set, OMol25).

The geometry in XYZ format:
```
49
Properties=species:S:1:pos:R:3:nbo_charge:R:1
N 1.317 -3.535 3.912 -0.270
C 0.635 -2.595 3.953 0.253
C -0.139 -1.399 4.067 0.066
C 0.023 -0.812 5.336 -0.195
C -0.574 0.378 5.669 -0.149
C -1.194 1.045 4.622 -0.109
C -1.924 2.223 4.853 -0.199
C -2.655 2.796 3.818 -0.180
C -2.717 2.272 2.502 -0.242
C -1.862 1.264 2.217 0.299
O -1.997 0.836 0.927 -0.435
C -0.790 0.881 0.283 0.717
N 0.324 1.380 0.922 -0.586
C 1.421 1.115 0.460 0.637
N 2.508 1.558 1.162 -0.584
C 2.537 2.212 2.567 -0.038
C 2.768 1.426 3.804 -0.439
C 3.841 2.387 3.411 -0.417
N 1.597 0.512 -0.738 -0.229
N 2.723 0.139 -1.457 -0.277
C 2.239 -0.189 -2.585 0.042
C 0.818 -0.225 -2.649 -0.224
C -0.062 -0.837 -3.684 -0.129
C 0.311 -0.614 -4.999 0.031
N 1.501 0.022 -5.486 -0.617
C 1.425 -0.056 -6.829 0.769
O 2.345 0.085 -7.587 -0.597
N 0.220 -0.517 -7.262 -0.625
C -0.382 -1.016 -6.192 0.609
O -1.130 -1.946 -6.135 -0.550
C 0.486 0.265 -1.495 0.348
N -0.717 0.352 -0.948 -0.507
C -1.217 0.564 3.331 0.197
N -0.699 -0.674 3.116 -0.368
H 0.687 -1.287 6.006 0.225
H -0.684 0.805 6.703 0.237
H -1.986 2.731 5.798 0.217
H -3.287 3.703 4.128 0.224
H -3.338 2.657 1.671 0.244
H 3.406 1.196 0.808 0.409
H 1.792 2.977 2.669 0.221
H 2.949 0.346 3.655 0.227
H 2.262 1.733 4.712 0.222
H 3.929 3.212 4.089 0.229
H 4.651 2.021 2.829 0.219
H 2.931 -0.696 -3.274 0.197
H -1.029 -1.284 -3.350 0.266
H 2.416 -0.378 -5.225 0.417
H 0.251 -1.100 -8.177 0.443
```

Results
**Orbital gap**: 0.270 Ha
**Spin multiplicity**: 1
**Structure (SMILES)**: N#Cc1ccc2cccc(Oc3nc(NC4CC4)n4ncc(/C=C5\NC(=O)NC5=O)c4n3)c2n1
**HOMO energy**: -8.21 eV
**LUMO**: -0.87 eV
**Energy**: -1565.7788 Eh
**Net charge**: 0
**Largest force on an atom**: 7.982 eV/A

Record 3
# C21H40FN5O5

6 unconnected molecules or ions with the total composition C21H40FN5O5 (ωB97M-V with the def2-TZVPD basis set, OMol25).

The geometry in XYZ format:
```
72
Properties=species:S:1:pos:R:3:mulliken_charge:R:1
F -13.544 -13.348 -19.711 -0.304
C -13.123 -12.467 -18.784 0.509
C -12.825 -11.114 -19.125 -0.655
C -12.428 -10.294 -18.091 -0.276
C -12.199 -10.818 -16.796 -0.491
C -12.399 -12.184 -16.560 0.099
C -12.995 -13.021 -17.471 -0.748
H -12.997 -10.708 -20.111 0.418
H -12.303 -9.243 -18.307 0.381
H -11.884 -10.175 -15.986 0.397
H -12.149 -12.521 -15.565 0.241
H -13.272 -14.053 -17.313 0.435
C -5.689 -15.161 -9.868 -0.805
N -5.933 -14.482 -8.583 0.299
C -7.227 -13.728 -8.593 -0.750
C -5.100 -14.360 -7.516 0.081
O -5.184 -13.579 -6.610 -0.562
H -4.645 -15.440 -10.007 0.387
H -5.884 -14.462 -10.682 0.170
H -6.166 -16.141 -9.846 0.206
H -8.098 -14.348 -8.383 0.087
H -7.212 -12.832 -7.972 0.352
H -7.440 -13.284 -9.565 0.126
H -4.231 -15.032 -7.590 0.325
C -9.973 -16.485 -9.057 -0.916
N -8.817 -17.343 -9.263 0.211
C -7.941 -17.533 -8.095 -1.084
C -8.483 -17.708 -10.485 0.192
O -7.386 -18.126 -10.886 -0.655
H -9.849 -15.448 -8.745 0.256
H -10.688 -16.824 -8.307 0.327
H -10.627 -16.308 -9.912 0.342
H -6.880 -17.629 -8.328 0.347
H -8.125 -16.787 -7.323 0.347
H -8.355 -18.451 -7.677 0.381
H -9.280 -17.396 -11.177 0.271
C -6.721 -13.141 -13.565 -0.663
N -6.629 -14.546 -13.715 0.460
C -5.336 -15.113 -14.166 -1.031
C -7.739 -15.317 -13.646 -0.043
O -8.858 -14.964 -13.197 -0.562
H -5.868 -12.669 -13.078 0.333
H -7.611 -12.803 -13.034 0.111
H -6.734 -12.768 -14.589 0.104
H -5.256 -16.168 -13.907 0.337
H -5.302 -15.060 -15.255 0.383
H -4.423 -14.672 -13.767 0.314
H -7.452 -16.350 -13.895 0.278
C -6.567 -11.080 -17.106 -0.891
N -7.786 -10.370 -16.652 0.178
C -8.021 -10.508 -15.224 -1.123
C -8.508 -9.604 -17.514 0.153
O -9.300 -8.704 -17.165 -0.598
H -5.724 -10.765 -16.492 0.294
H -6.409 -10.887 -18.167 0.317
H -6.718 -12.151 -16.973 0.280
H -8.421 -11.515 -15.105 0.415
H -7.073 -10.366 -14.706 0.328
H -8.838 -9.886 -14.856 0.412
H -8.250 -9.800 -18.567 0.268
C -10.997 -10.574 -10.721 -0.974
N -10.618 -11.856 -11.370 0.190
C -10.332 -11.716 -12.860 -1.222
C -10.261 -12.974 -10.690 0.079
O -10.082 -12.959 -9.443 -0.676
H -11.689 -10.732 -9.893 0.346
H -11.193 -9.771 -11.432 0.343
H -10.192 -10.180 -10.101 0.320
H -11.226 -11.461 -13.429 0.488
H -9.620 -10.904 -13.004 0.456
H -9.865 -12.612 -13.271 0.223
H -10.035 -13.815 -11.364 0.431
```

Results
**Orbital gap**: 0.338 Ha
**Spin multiplicity**: 1
**Structure (SMILES)**: Fc1ccccc1.CN(C)C=O.CN(C)C=O.CN(C)C=O.CN(C)C=O.CN(C)C=O
**HOMO energy**: -9.02 eV
**LUMO**: 0.16 eV
**Energy**: -1573.9434 Eh
**Net charge**: 0
**Largest force on an atom**: 2.932 eV/A

Question: Among the records above, which one has the lowest largest force on an atom?
Answer: C21H40FN5O5